[1]
# C53H47GeN5O8Ti

A structure of composition C53H47GeN5O8Ti at a distorted geometry (the ωB97M-V functional and the def2-TZVPD basis, OMol25).

Each line ends with the Mulliken charge.
Atoms and positions in Å:
Ti -0.32890 1.00740 -1.58693  0.35
O 1.16622 -0.00854 -5.41582  -0.72
C 0.52088 0.29254 -4.44455  0.08
O 0.88259 0.12850 -3.19712  0.02
C -0.96455 0.74017 -4.49605  0.12
C -1.69130 0.99799 -5.62274  -0.62
C -3.03665 1.43269 -5.49375  -0.37
C -3.63835 1.52753 -4.23148  -0.74
C -2.81789 1.11768 -3.16112  0.31
N -1.53208 0.84997 -3.30743  0.92
C -3.23388 1.10954 -1.65431  -0.04
O -4.35453 1.33314 -1.27149  -0.75
O -2.17701 0.80526 -0.94839  0.42
H -1.22756 0.90616 -6.57809  0.58
H -3.62221 1.79093 -6.35865  0.36
H -4.63553 1.91184 -4.08660  0.53
C 0.96430 -2.41085 0.08113  -1.03
C 1.44437 -1.00600 -0.16226  -1.01
O 0.51753 -0.08520 -0.16836  1.21
H 1.70618 -3.07167 0.55440  0.40
H 0.74780 -2.99277 -0.83978  0.19
H 0.08492 -2.35441 0.71122  -0.02
C 3.78601 1.08035 -0.66104  -0.90
Ge 3.38050 -0.83167 -0.59198  0.93
C 4.31030 -1.96486 0.75993  0.38
C 4.68520 -3.24297 0.42107  -0.14
C 5.32188 -4.07261 1.34277  -0.75
C 5.62100 -3.60223 2.59204  -0.41
C 5.32346 -2.25553 2.92865  -0.75
C 4.68337 -1.45875 2.00344  -0.63
C 3.92822 -1.61778 -2.30416  0.43
C 2.98439 -2.19242 -3.14821  -0.05
C 3.41708 -2.91031 -4.30081  -1.07
C 4.74719 -3.07740 -4.59784  -0.98
C 5.69502 -2.45886 -3.81190  0.77
C 7.12197 -2.56101 -4.17792  -0.84
C 8.04829 -1.99467 -3.39231  -0.66
C 7.63913 -1.19818 -2.28632  -0.72
C 6.36484 -1.08288 -1.90918  -0.40
C 5.29315 -1.77175 -2.62485  0.69
H 4.83801 1.46251 -0.62730  0.48
H 3.20332 1.61216 0.07699  0.06
H 3.26169 1.40777 -1.59096  0.23
H 4.45529 -3.55949 -0.57451  0.44
H 5.57931 -5.10270 1.09433  0.38
H 6.12267 -4.22888 3.33686  0.34
H 5.62695 -1.85067 3.85357  0.48
H 4.51881 -0.42850 2.32875  0.28
H 1.92629 -2.11679 -3.00393  0.39
H 2.63827 -3.41601 -4.85619  0.38
H 5.11816 -3.61139 -5.42528  0.43
H 7.38297 -3.14636 -5.04053  0.36
H 9.06705 -1.89784 -3.70969  0.34
H 8.46303 -0.70656 -1.78387  0.38
H 6.12834 -0.41129 -1.08759  0.11
C 1.24532 1.00759 3.03745  -0.47
O 1.15890 2.15715 2.23591  -0.47
C -0.08981 2.62772 1.98191  1.21
C -1.33557 2.18766 2.49562  -0.87
C -2.42901 2.93683 2.09541  -0.33
C -2.31625 4.12777 1.39450  -1.07
C -1.10252 4.53505 0.89876  0.08
C 0.01768 3.75382 1.13814  -0.38
N 1.29421 4.08657 0.73180  -0.05
C 1.67240 4.83350 -0.36315  -1.56
C 0.94142 5.00790 -1.57962  1.21
C 1.14982 6.18110 -2.29696  -0.81
C 0.36048 6.50499 -3.36735  -0.81
C -0.57626 5.54044 -3.83435  -0.96
C -0.76971 4.35339 -3.15180  -0.37
C -0.02494 4.08004 -2.00588  0.73
O -0.16546 2.92632 -1.36729  -0.63
H 1.08911 1.24502 4.05728  0.43
H 2.25593 0.65185 2.92631  -0.04
H 0.54580 0.26442 2.73292  0.08
H -1.50158 1.40136 3.25444  0.45
H -3.43752 2.68221 2.40254  0.33
H -3.21581 4.67274 1.22112  0.41
H -1.00065 5.47462 0.39793  0.55
H 2.06587 3.61306 1.21038  0.30
H 2.54042 5.39960 -0.12509  0.44
H 1.84029 6.90948 -1.95134  0.44
H 0.53001 7.42522 -3.86751  0.41
H -1.21265 5.79805 -4.61994  0.49
H -1.44330 3.65222 -3.57123  0.24
C -7.21122 0.88914 2.45690  -1.50
C -6.52655 -0.03644 3.39960  0.90
C -6.73911 -1.39230 3.19420  -0.69
C -6.06133 -2.34471 3.96751  -0.39
C -5.13217 -1.91483 4.94315  0.06
N -4.34949 -2.83452 5.65981  -0.09
C -3.95720 -4.13731 5.39362  0.24
O -3.62135 -4.85662 6.27387  -0.66
N -3.92083 -4.50586 4.07179  -0.12
C -3.57510 -3.66289 2.97430  0.28
C -2.68893 -2.59624 2.97176  -0.52
C -2.50308 -1.86086 1.78988  -0.25
C -3.27037 -2.17048 0.68416  -0.81
N -4.17437 -3.16195 0.66884  -0.58
C -4.34462 -3.82023 1.81575  -0.23
C -4.89180 -0.55063 5.12529  -0.51
C -5.56536 0.39387 4.35706  -0.73
H -6.68377 0.96259 1.50137  0.24
H -7.32979 1.93045 2.79217  0.39
H -8.18236 0.50217 2.16215  0.42
H -7.35214 -1.73908 2.38072  0.37
H -6.14099 -3.38558 3.79099  0.73
H -4.08468 -2.55280 6.62352  0.26
H -3.66836 -5.44616 3.97608  0.24
H -2.05636 -2.31688 3.83120  0.39
H -1.76440 -1.11199 1.67169  0.74
H -3.13493 -1.65166 -0.27028  0.56
H -5.10866 -4.60153 1.84283  0.37
H -4.12646 -0.32937 5.83120  0.41
H -5.37637 1.45067 4.45410  0.35

electronic energy	-5850.1198	Eh
2S+1	4
<S²>	3.787
HOMO-LUMO gap (alpha / beta)	5.4 / 7.3	eV
HOMO energy (alpha / beta)	-3.45 / -5.35	eV
net charge	-1

***

[2]
# C53H47LaN5O7P2Si

A structure of composition C53H47LaN5O7P2Si at a distorted geometry (the ωB97M-V functional and the def2-TZVPD basis, OMol25).

Each line ends with the Mulliken charge.
Atoms and positions in Å:
La -0.72184 2.75474 0.76254  0.27
O -2.68374 6.82914 1.52624  -0.82
C -2.10284 5.81954 1.10764  0.24
N -1.80044 4.68534 1.74214  0.58
C -2.13154 4.49704 3.08184  0.08
C -3.15114 5.20414 3.72704  -0.63
C -3.41704 5.02374 5.06914  -0.73
C -2.66724 4.11984 5.80714  -0.70
C -1.67244 3.38554 5.19704  -0.86
C -1.38484 3.53104 3.83284  0.20
N -0.46984 2.74174 3.16074  0.70
C 0.44356 2.00274 3.79384  0.16
O 0.78486 2.02184 4.98314  -0.84
C 1.18456 1.03754 2.88404  0.22
C 2.18586 0.25524 3.46284  -1.12
C 2.93716 -0.58456 2.66654  -1.02
C 2.63496 -0.65976 1.31574  -0.57
C 1.57536 0.09134 0.83584  -0.20
N 0.88456 0.94614 1.58304  1.98
C -1.56394 5.88884 -0.31056  0.32
C -1.89214 7.02504 -1.05366  -0.69
C -1.35594 7.20134 -2.31056  -0.37
C -0.48974 6.22874 -2.78796  -1.26
C -0.23124 5.12354 -1.99676  -0.41
N -0.75044 4.93884 -0.78606  0.38
H -3.73834 5.90484 3.15734  0.42
H -4.19884 5.60264 5.54264  0.38
H -2.86844 3.98764 6.86174  0.36
H -1.09974 2.67534 5.77154  0.45
H 2.34296 0.34234 4.52674  0.55
H 3.74076 -1.17776 3.07904  0.50
H 3.20716 -1.28396 0.64694  0.42
H 1.26656 -0.01086 -0.19776  -0.12
H -2.56084 7.74034 -0.60156  0.53
H -1.59404 8.07274 -2.90436  0.42
H -0.01934 6.32344 -3.75366  0.47
H 0.43506 4.35384 -2.36286  0.66
O 3.85836 4.34614 1.26214  -0.54
C 2.67756 3.90324 0.80164  -0.42
O 1.65836 4.00334 1.46494  -0.40
C 2.69376 3.30534 -0.53696  -0.11
C 3.75846 3.37704 -1.43886  -0.52
C 3.58186 2.84274 -2.70426  -1.06
C 2.38616 2.20134 -3.00746  -0.35
C 1.39646 2.12674 -2.02556  0.65
N 1.53796 2.69244 -0.83586  2.18
C 0.04476 1.38444 -2.20776  -0.93
O 0.07676 0.35384 -2.88336  -0.70
O -0.91884 1.92604 -1.62446  -0.67
H 3.73406 4.70024 2.15844  0.40
H 4.67966 3.85484 -1.14536  0.59
H 4.37436 2.90744 -3.43686  0.44
H 2.20576 1.74434 -3.96766  0.52
C -1.67454 -1.11596 2.43904  -0.58
Si -3.01844 0.20984 2.04794  0.50
C -4.46764 -0.77526 1.24844  -1.23
C -3.73654 0.89424 3.69514  -1.22
O -2.45794 1.35094 1.11554  0.11
H -2.09154 -2.08766 2.68854  0.57
H -1.04664 -0.81176 3.27254  0.31
H -1.03324 -1.24906 1.56904  -0.33
H -4.99484 -1.36656 1.99144  0.44
H -4.10944 -1.45356 0.48124  0.16
H -5.18474 -0.10246 0.78814  0.27
H -4.56864 0.30684 4.07124  0.46
H -4.09234 1.90734 3.53534  0.23
H -2.98384 0.94094 4.47394  0.30
C 0.46426 -2.63856 -3.35226  -1.48
P -0.17144 -1.94376 -1.71196  2.11
C -1.95534 -2.00236 -2.14786  0.87
C -2.58024 -3.08196 -2.76976  -0.45
C -3.93154 -3.03466 -3.05486  -0.84
C -4.67374 -1.90816 -2.73816  -0.78
C -4.06024 -0.83296 -2.12296  -0.83
C -2.71124 -0.88516 -1.81486  -0.98
C -0.08844 -3.40086 -0.57666  1.24
C 1.12356 -3.52926 0.09844  0.36
C 1.28126 -4.42136 1.13794  -1.06
C 0.21586 -5.21636 1.52254  -0.93
C -0.99684 -5.09776 0.86684  -0.88
C -1.15894 -4.18356 -0.15886  -1.04
P 2.03296 -3.57266 -3.62276  -0.77
C 1.71196 -5.10896 -2.66536  0.67
C 0.73086 -5.94066 -3.20176  -0.44
C 0.41496 -7.14416 -2.60566  -0.74
C 1.10026 -7.54896 -1.47306  -0.58
C 2.10366 -6.75086 -0.95406  -0.61
C 2.41456 -5.54006 -1.54756  0.21
C 3.27196 -2.65336 -2.65326  0.18
C 3.05456 -1.32146 -2.31316  -0.14
C 4.06416 -0.58026 -1.72856  -0.07
C 5.30546 -1.14786 -1.50006  -0.80
C 5.54566 -2.45906 -1.87806  -0.82
C 4.53996 -3.20546 -2.46296  -0.39
H 0.54936 -1.73336 -3.96756  0.53
H -0.30484 -3.26466 -3.81466  0.86
H -2.02924 -3.98026 -3.02026  0.35
H -4.40734 -3.88176 -3.53036  0.42
H -5.73144 -1.87846 -2.95726  0.36
H -4.62814 0.04654 -1.86256  0.58
H -2.24014 -0.05586 -1.30996  0.21
H 1.95186 -2.90216 -0.20026  -0.30
H 2.22526 -4.49356 1.66184  0.50
H 0.32026 -5.90916 2.34474  0.41
H -1.83844 -5.70146 1.18004  0.43
H -2.13264 -4.07846 -0.61766  0.30
H 0.21466 -5.63646 -4.10176  0.38
H -0.35884 -7.77206 -3.02346  0.40
H 0.85676 -8.48716 -0.99866  0.38
H 2.64216 -7.06636 -0.07016  0.40
H 3.19306 -4.92236 -1.12456  0.35
H 2.09536 -0.86496 -2.50306  0.73
H 3.87766 0.44714 -1.45346  0.33
H 6.08676 -0.56116 -1.04126  0.44
H 6.52736 -2.88866 -1.73216  0.39
H 4.74006 -4.22196 -2.77836  0.52

electronic energy	-3852.5584	Eh
HOMO-LUMO gap	5.4	eV
HOMO energy	-4.28	eV
net charge	-1

***

Which energy above the lowest of the compared OMol25 structures with the same formula, charge and spin belongs to each record? In order, 0.0 13.0 kcal/mol.